1.
C17H34F6N2O15S2V as an isolated structure. Source: the OMol25 dataset; level of theory: ωB97M-V/def2-TZVPD.

```
77
Properties=species:S:1:pos:R:3:forces:R:3
O -1.460 2.044 0.094 1.870 -0.880 -0.262
V 0.065 1.643 -0.251 -0.558 0.161 2.782
O 0.829 1.220 1.120 -1.628 0.827 -1.790
C -2.416 -2.239 -1.082 2.106 0.622 0.385
F -2.725 -3.346 -1.709 -0.293 -0.554 -0.669
F -3.063 -1.213 -1.616 -0.637 0.374 -0.178
F -2.765 -2.392 0.186 -0.431 0.283 0.604
S -0.544 -1.953 -1.192 1.804 -3.343 -0.756
O -0.231 -2.106 -2.603 -0.826 1.014 -0.098
O -0.193 -0.642 -0.658 -0.592 1.734 0.346
O 0.005 -3.072 -0.437 -1.191 1.267 -0.106
C -0.713 5.455 1.134 1.687 -0.760 -0.277
F -0.717 6.728 1.518 -0.554 0.070 -0.428
F -0.416 4.744 2.238 -0.160 -0.179 -0.216
F -1.893 5.046 0.678 -0.426 0.424 0.252
S 0.581 5.176 -0.230 -0.509 2.376 -0.187
O 0.619 3.727 -0.401 0.188 -1.457 0.065
O 0.004 5.870 -1.371 0.238 -0.713 0.702
O 1.791 5.770 0.296 -0.433 -0.777 -0.016
C -4.544 2.869 1.134 0.374 -0.128 0.642
C -4.478 3.762 2.374 0.582 0.091 -0.335
O -5.151 4.955 1.961 -0.287 -0.030 0.121
C -5.324 4.931 0.626 0.178 0.295 -0.507
O -5.771 5.815 -0.035 -0.167 0.195 0.281
O -4.886 3.780 0.089 -0.082 -0.483 0.286
H -5.281 2.074 1.234 -0.114 0.055 -0.286
H -3.549 2.467 0.968 -0.082 -0.242 -0.409
H -3.429 3.999 2.557 -0.110 0.179 0.236
H -4.925 3.353 3.275 -0.195 0.049 -0.080
C 1.293 -8.458 0.540 0.284 -0.129 -0.836
O 1.930 -7.234 0.801 -0.891 0.231 0.697
C 2.851 -7.343 1.865 1.123 0.090 -1.267
C 3.207 -5.982 2.456 -1.847 -0.817 0.366
N 3.328 -4.920 1.476 1.618 0.047 1.014
C 3.767 -3.694 2.161 -0.654 1.613 -0.746
C 2.591 -2.852 2.699 -0.115 -1.710 0.259
O 1.513 -2.950 1.791 0.135 0.761 1.490
C 0.449 -2.189 2.312 -1.316 0.844 0.151
H 0.509 -8.344 -0.208 0.045 0.493 0.016
H 0.814 -8.917 1.408 0.269 -0.005 0.264
H 2.034 -9.119 0.075 -0.078 -0.481 0.298
H 3.775 -7.756 1.419 0.003 -0.299 0.233
H 2.498 -8.037 2.632 -0.009 0.104 0.146
H 4.056 -6.151 3.134 0.231 0.236 -0.118
H 2.340 -5.775 3.098 0.201 0.533 0.018
H 4.130 -5.142 0.887 -0.360 -0.243 -0.254
H 4.245 -3.055 1.411 0.141 -0.234 -0.046
H 4.479 -3.819 2.987 0.082 -0.316 -0.031
H 2.863 -1.826 2.965 0.206 0.170 -0.443
H 2.301 -3.307 3.661 -0.254 0.038 0.042
H 0.150 -2.284 3.369 0.859 -0.919 0.260
H -0.479 -2.434 1.807 0.252 -0.020 -0.522
H 0.604 -1.106 2.262 0.286 0.040 -0.592
C -2.859 4.507 -2.678 -0.593 0.514 -0.384
O -1.948 3.564 -3.174 0.285 -0.074 -0.680
C -2.304 2.224 -3.010 -0.747 -0.424 1.102
C -1.092 1.367 -3.270 -0.603 -0.432 0.003
N 0.070 1.861 -2.506 0.602 -0.711 -1.116
C 1.280 1.134 -2.945 0.969 0.238 1.184
C 2.478 1.800 -2.257 -0.506 -0.610 -0.455
O 2.449 1.568 -0.853 0.252 -0.044 -1.513
C 3.707 1.952 -0.315 0.125 -0.771 0.040
H -3.872 4.391 -3.092 0.035 -0.440 0.080
H -2.545 5.479 -3.055 0.306 0.010 0.386
H -2.924 4.496 -1.590 0.122 0.006 0.016
H -3.164 1.881 -3.604 0.234 0.315 -0.548
H -2.671 2.056 -1.986 0.350 0.100 0.107
H -0.892 1.309 -4.346 0.344 0.384 0.024
H -1.301 0.330 -2.997 0.054 0.100 0.230
H 0.237 2.816 -2.830 -0.464 0.223 0.606
H 1.499 1.176 -4.015 -0.509 0.024 -0.138
H 1.205 0.095 -2.615 -0.026 -0.028 -0.254
H 2.438 2.876 -2.462 0.257 0.085 0.041
H 3.380 1.358 -2.688 0.157 0.159 0.058
H 3.773 1.493 0.667 -0.238 0.800 0.403
H 3.853 3.024 -0.434 -0.104 0.171 0.681
H 4.537 1.472 -0.853 -0.264 -0.090 -0.374
```
Positions in Å, forces in eV/Å.

Computed properties:
- HOMO: -6.879 eV
- Energy above the lowest of the compared OMol25 structures with the same formula, charge and spin: 0.0 kJ/mol
- Total charge: -1

2.
A 2-piece molecular cluster, C17H34N2O2PS overall. Source: the OMol25 dataset; level of theory: ωB97M-V/def2-TZVPD.

```
57
Properties=species:S:1:pos:R:3:forces:R:3
C 3.476 -1.496 2.193 0.558 0.338 -0.874
C 3.402 -0.232 1.213 -0.878 1.496 0.955
C 4.329 -0.066 -0.085 -1.896 -1.734 -0.613
C 2.411 0.794 1.515 1.199 -1.537 -1.514
C 1.195 0.917 0.479 1.555 1.026 -0.145
C 0.212 2.160 0.784 -1.171 -1.350 -0.324
C -0.064 3.107 -0.478 1.221 0.193 0.371
C 1.270 4.029 -0.647 -1.277 -0.420 0.840
C -0.284 2.334 -1.861 -0.294 0.190 -0.446
C -1.279 1.080 -1.777 0.206 0.274 0.309
P -1.070 -0.163 -3.196 -1.444 0.088 1.355
C -2.414 -1.475 -2.970 0.236 -1.347 -0.353
C -2.394 -2.199 -1.541 0.001 -0.168 0.594
C -3.143 -1.393 -0.365 0.375 0.585 -0.086
C -4.301 -2.214 0.373 1.077 0.767 1.426
S -6.019 -1.843 -0.264 -0.161 1.104 0.267
C -6.463 -0.173 0.395 0.537 2.686 3.764
N -6.219 0.334 1.721 -0.841 -1.443 -4.468
N -6.666 1.621 1.797 -1.734 0.149 -5.481
C -7.210 1.940 0.514 1.844 -2.364 3.289
O -7.107 0.825 -0.361 1.041 0.423 2.315
H 3.630 -1.231 3.289 -0.085 -0.284 -1.351
H 4.260 -2.249 1.823 -1.072 1.318 0.889
H 2.453 -2.021 2.118 1.440 0.923 0.100
H 5.091 0.772 0.001 -1.014 -1.232 0.271
H 4.803 -1.083 -0.335 -0.368 1.673 0.344
H 3.643 0.177 -0.977 1.153 -0.168 1.138
H 2.561 1.468 2.415 -1.326 -1.749 -0.374
H 0.639 -0.095 0.489 0.684 1.566 0.259
H 1.678 0.973 -0.569 -0.941 0.072 1.356
H 0.556 2.720 1.722 -0.414 -0.561 -1.600
H -0.805 1.685 1.065 1.449 0.804 -0.189
H -0.989 3.749 -0.243 1.407 -0.892 -0.494
H 1.177 4.842 0.164 0.399 -1.039 -1.503
H 1.312 4.454 -1.700 0.221 -0.355 1.474
H 2.167 3.367 -0.379 -1.129 1.052 -0.688
H -0.760 3.086 -2.593 0.785 -1.123 1.018
H 0.714 2.020 -2.336 -1.320 0.431 0.904
H -2.355 1.459 -1.767 1.286 -0.730 -0.243
H -1.149 0.459 -0.817 0.008 0.873 -1.513
H 0.244 -0.756 -3.177 -0.881 0.401 0.004
H -1.246 0.422 -4.493 0.237 -0.235 0.741
H -3.442 -1.033 -3.185 1.434 -0.344 0.198
H -2.191 -2.287 -3.758 -0.408 1.353 0.989
H -1.307 -2.414 -1.223 -1.584 0.337 -0.525
H -2.892 -3.234 -1.605 0.723 1.594 -0.350
H -2.315 -1.045 0.361 -1.519 -0.665 -0.745
H -3.618 -0.428 -0.762 0.677 -1.362 0.446
H -4.322 -1.933 1.487 0.085 -0.367 -1.669
H -4.080 -3.342 0.352 -0.838 1.642 -0.266
H -7.656 2.935 0.215 0.535 -1.787 0.148
C 7.339 -3.373 2.601 0.047 0.084 0.273
O 6.052 -2.934 3.014 0.038 0.000 0.100
H 7.259 -3.807 1.604 -0.089 0.055 0.101
H 8.027 -2.524 2.571 0.157 -0.137 -0.090
H 7.712 -4.130 3.295 0.178 -0.032 -0.153
H 6.150 -2.556 3.896 -0.110 -0.076 -0.181
```
Positions in Å, forces in eV/Å.

Computed properties:
- HOMO: -9.292 eV
- Total charge: +1

Electronic energy, record by record: -115537.397, -45364.166 eV
LUMO energy, record by record: 1.8254, -2.9463 eV